Record 1
The following is a quantum chemistry calculation of a molecular structure, C17H33BN3O6Pt, from the Open Molecules 2025 dataset.

Geometry as XYZ:
```
61
Properties=species:S:1:pos:R:3:forces:R:3:mulliken_charge:R:1
Pt -0.846 -0.234 0.446 -0.062 -0.066 0.027 -0.2831
C 1.165 2.967 2.545 -0.060 -0.014 0.031 -0.8165
O 1.518 2.688 1.207 -0.038 0.050 -0.066 -0.2148
C 2.670 1.882 1.123 -0.013 0.025 -0.036 -0.2914
C 2.895 1.518 -0.329 0.001 -0.060 0.109 -0.7919
O 1.861 0.696 -0.860 0.109 0.092 -0.012 -0.2870
C 2.170 -0.679 -0.962 0.174 0.036 0.043 -1.0180
C 2.017 -1.485 0.306 -0.037 -0.129 -0.157 -0.2977
O 0.642 -1.683 0.646 0.026 -0.134 0.319 0.3771
C 0.505 -2.449 1.858 0.122 0.040 -0.034 -0.9162
H 1.962 3.512 3.061 0.013 -0.006 0.003 0.3376
H 0.945 2.045 3.095 0.011 0.000 -0.016 0.3154
H 0.270 3.587 2.529 -0.002 0.010 -0.016 0.2215
H 2.541 0.986 1.741 -0.003 -0.008 0.003 0.1648
H 3.545 2.429 1.501 0.028 -0.017 -0.023 0.4549
H 3.870 1.034 -0.440 -0.009 -0.014 0.001 0.4663
H 2.910 2.437 -0.918 -0.022 0.012 -0.037 0.3082
H 3.216 -0.803 -1.267 -0.023 0.025 -0.114 0.4647
H 1.541 -1.105 -1.745 -0.090 0.086 0.052 0.2992
H 2.546 -1.034 1.149 -0.041 0.045 0.015 0.3316
H 2.448 -2.475 0.123 0.014 0.004 0.054 0.4621
H 1.050 -3.389 1.745 -0.014 -0.008 0.008 0.3732
H -0.552 -2.634 2.004 -0.013 0.025 0.021 0.2125
H 0.904 -1.883 2.701 0.009 0.004 0.001 0.2818
C -5.863 1.432 1.008 -0.005 -0.001 -0.005 -0.8656
N -4.503 1.809 0.591 -0.021 -0.258 0.203 0.1218
C -4.219 3.051 0.131 -0.057 0.299 -0.093 -0.1873
C -2.984 3.364 -0.304 0.051 0.094 -0.059 -0.9707
C -1.978 2.361 -0.266 -0.113 -0.007 -0.033 1.1381
N -2.267 1.136 0.263 -0.309 0.051 0.063 -0.3194
C -3.514 0.894 0.647 0.268 -0.253 -0.057 0.4858
O -3.834 -0.280 1.130 -0.210 0.318 0.048 -0.5427
N -0.765 2.542 -0.728 0.234 0.113 0.185 -0.0634
H -6.483 2.322 0.973 0.008 0.000 -0.001 0.3235
H -5.840 1.036 2.019 -0.008 -0.006 0.000 0.3273
H -6.259 0.681 0.329 0.004 -0.012 0.012 0.2910
H -5.040 3.753 0.126 0.026 0.004 -0.002 0.3776
H -2.765 4.352 -0.679 -0.007 -0.014 -0.001 0.4097
H -0.445 3.464 -0.976 -0.031 -0.055 -0.040 0.3254
H -0.073 1.810 -0.519 0.007 -0.003 -0.107 -0.1173
C -1.701 -3.757 -0.310 0.000 -0.041 -0.021 -2.0083
C -3.203 -3.538 -0.291 -0.079 0.019 0.047 1.9447
C -3.933 -4.849 -0.093 -0.018 -0.018 0.012 -1.8536
O -3.492 -2.666 0.857 0.046 -0.053 -0.042 -0.6268
B -3.529 -1.420 0.338 0.377 -0.001 -0.073 0.6830
O -3.575 -1.318 -1.017 -0.122 -0.124 -0.138 -0.2535
C -3.717 -2.690 -1.504 -0.010 0.082 0.028 1.4295
C -5.199 -2.888 -1.786 -0.019 -0.031 -0.013 -1.9705
C -2.901 -2.838 -2.770 -0.009 -0.037 -0.020 -1.7012
H -1.401 -4.170 0.653 -0.038 -0.053 -0.043 0.5216
H -1.161 -2.822 -0.467 -0.078 -0.053 -0.038 0.1997
H -1.422 -4.471 -1.086 -0.003 0.005 -0.026 0.3082
H -3.471 -5.410 0.720 -0.016 0.015 0.006 0.4565
H -3.871 -5.455 -0.999 0.010 -0.002 0.013 0.3482
H -4.982 -4.692 0.152 0.012 0.000 -0.019 0.3689
H -5.795 -2.766 -0.881 0.015 0.000 -0.004 0.3384
H -5.396 -3.878 -2.196 0.004 0.003 -0.004 0.3865
H -5.521 -2.146 -2.518 0.009 -0.002 0.016 0.4770
H -1.862 -2.561 -2.611 -0.007 0.020 0.008 0.2429
H -3.315 -2.195 -3.547 0.001 -0.005 0.011 0.4685
H -2.942 -3.869 -3.128 0.006 0.009 0.008 0.3521
```
Positions in Å, forces in eV/Å.

Relative energy (zero: lowest compared OMol25 entry of this formula, charge and spin)   80.0 kJ/mol
Gap between HOMO and LUMO   0.257 Ha
DFT total energy   -38839.723 eV
2S+1   1
Net charge   +1



Record 2
The following is a quantum chemistry calculation of a single C17H33NO2 molecule, from the Open Molecules 2025 dataset.

Geometry as XYZ:
```
53
Properties=species:S:1:pos:R:3:forces:R:3:mulliken_charge:R:1
C 6.327 3.449 -0.546 0.280 0.134 0.208 -0.6350
O 5.346 2.430 -0.686 -0.236 -0.030 -0.252 -0.2981
C 5.329 1.489 0.269 -0.158 -0.073 -0.074 0.3677
O 6.095 1.475 1.195 0.079 0.031 0.070 -0.5845
C 4.225 0.488 0.021 0.268 -0.190 0.086 -0.2165
C 4.617 -0.903 0.517 -0.235 0.091 0.184 -0.7486
C 3.441 -1.878 0.548 0.192 0.095 -0.347 -0.4318
C 2.883 -2.182 -0.841 -0.088 -0.245 0.225 -0.5182
C 1.907 -3.360 -0.851 -0.040 0.129 0.083 -1.0853
C 0.653 -3.164 0.003 0.089 0.100 -0.330 -0.6246
C -0.223 -2.001 -0.457 -0.083 -0.319 0.392 -0.3521
C -1.534 -1.938 0.323 0.106 0.354 -0.286 -0.8525
C -2.422 -0.785 -0.139 -0.124 -0.231 0.360 -0.4712
C -3.722 -0.725 0.663 0.177 0.036 -0.248 -0.8264
N -4.697 0.168 0.063 -0.075 -0.051 0.149 0.1805
C -6.044 -0.097 0.533 -0.211 -0.091 -0.217 -0.6628
C -7.054 0.721 -0.266 -0.009 0.042 0.318 -0.7263
C -6.753 2.208 -0.123 0.047 -0.088 -0.265 -0.7147
C -5.310 2.456 -0.546 0.003 0.061 0.297 -0.8230
C -4.368 1.568 0.262 0.085 0.153 -0.300 -0.5199
H 6.160 4.012 0.374 0.038 -0.016 -0.081 0.2862
H 7.326 3.010 -0.512 -0.067 0.075 -0.011 0.2902
H 6.221 4.095 -1.414 -0.008 -0.037 0.037 0.2342
H 3.983 0.493 -1.041 -0.079 0.036 0.039 0.2566
H 3.347 0.838 0.573 -0.049 0.052 -0.040 0.2723
H 5.407 -1.303 -0.123 0.075 -0.026 0.021 0.3122
H 5.029 -0.799 1.523 0.065 -0.010 -0.071 0.3135
H 2.654 -1.465 1.181 -0.057 -0.023 0.131 0.2778
H 3.779 -2.811 1.003 -0.060 -0.046 0.079 0.3231
H 2.388 -1.299 -1.246 0.029 0.088 -0.105 0.1750
H 3.715 -2.427 -1.507 0.038 0.084 -0.067 0.4988
H 2.431 -4.251 -0.496 0.047 -0.054 -0.074 0.3766
H 1.601 -3.548 -1.883 -0.004 -0.098 -0.027 0.3764
H 0.936 -3.016 1.046 -0.037 -0.042 0.106 0.2805
H 0.064 -4.084 -0.045 -0.026 -0.022 0.092 0.4394
H 0.312 -1.059 -0.327 0.032 0.108 -0.078 0.2064
H -0.444 -2.115 -1.521 0.025 0.062 -0.101 0.2905
H -2.072 -2.881 0.201 -0.025 -0.071 0.055 0.3777
H -1.315 -1.821 1.388 0.001 -0.075 0.082 0.3399
H -1.869 0.150 -0.037 0.040 0.057 -0.065 0.2850
H -2.675 -0.912 -1.192 -0.005 0.041 -0.061 0.2995
H -4.160 -1.727 0.675 0.005 0.021 0.057 0.3806
H -3.502 -0.446 1.711 -0.048 -0.055 -0.012 0.2379
H -6.251 -1.162 0.401 0.029 0.033 0.079 0.4013
H -6.151 0.140 1.610 0.007 -0.039 -0.013 0.3375
H -6.981 0.436 -1.317 -0.043 -0.061 -0.046 0.3116
H -8.063 0.496 0.084 -0.032 -0.033 -0.038 0.3686
H -7.437 2.797 -0.736 -0.033 0.045 0.061 0.3103
H -6.887 2.510 0.919 -0.039 0.047 0.040 0.3272
H -5.196 2.215 -1.604 0.051 0.038 -0.061 0.3168
H -5.040 3.503 -0.398 0.031 0.021 -0.047 0.3733
H -3.342 1.736 -0.071 -0.003 0.023 0.087 0.3479
H -4.430 1.843 1.333 0.041 -0.031 -0.019 0.3187
```
Positions in Å, forces in eV/Å.

Relative energy (zero: lowest compared OMol25 entry of this formula, charge and spin)   9.7 kJ/mol
Gap between HOMO and LUMO   0.344 Ha
DFT total energy   -23750.342 eV
2S+1   1



Record 3
The following is a quantum chemistry calculation of a molecular structure, C17H34Br12O3SSi, from the Open Molecules 2025 dataset.

Geometry as XYZ:
```
68
Properties=species:S:1:pos:R:3:forces:R:3:mulliken_charge:R:1
C -1.570 -1.569 -5.322 -0.834 1.297 -0.353 -0.2340
C -1.496 -0.347 -5.230 -1.285 -0.063 0.571 0.0089
O -1.654 1.024 -4.996 0.592 -2.624 -0.040 -0.3314
S -0.370 1.506 -3.955 2.137 2.683 -0.056 0.8010
O 0.228 2.677 -4.644 -1.499 -2.174 1.227 -0.5728
O -1.000 2.133 -2.557 0.067 -1.506 -1.464 -0.4088
Si -0.969 0.981 -1.238 -0.350 -0.321 1.659 0.5596
C -2.118 -0.515 -1.573 -0.172 0.703 -0.241 -0.4533
C 0.778 0.413 -0.741 0.510 -0.481 -0.043 -0.1941
C -1.659 1.946 0.291 -0.192 0.544 -0.745 -0.8323
H -1.948 -2.613 -5.509 1.122 1.777 0.370 0.3608
H -1.837 -1.079 -2.517 -0.487 0.490 1.249 0.1264
H -2.090 -1.151 -0.639 0.122 0.481 -1.229 0.0572
H -3.176 -0.084 -1.649 1.319 -0.760 -0.104 0.2063
H 1.241 -0.356 -1.433 -0.591 0.915 0.748 0.1534
H 0.692 -0.098 0.279 -0.116 0.821 -1.398 -0.3507
H 1.519 1.265 -0.640 -0.873 -0.894 -0.076 0.4083
H -0.842 2.037 1.069 -1.098 -0.096 -0.742 0.2079
H -1.980 2.986 -0.062 0.430 -1.313 0.670 0.2840
H -2.579 1.418 0.688 1.127 0.604 -0.228 0.1729
Br 2.676 -0.529 1.953 0.067 -0.007 0.426 -0.0422
C 2.076 -1.672 3.415 0.333 -0.029 -0.081 -0.4551
C 0.917 -2.538 2.993 -0.293 -0.029 0.199 -0.7929
Br -0.740 -1.515 2.930 0.212 0.342 -0.027 -0.1175
H 1.842 -1.019 4.255 -0.118 -0.114 -0.082 0.2160
H 2.942 -2.286 3.668 -0.121 -0.003 -0.024 0.4104
H 0.738 -3.323 3.729 0.065 0.078 -0.038 0.4319
H 1.050 -2.989 2.011 0.053 0.105 0.096 0.4073
Br -4.279 -1.328 0.938 -0.219 -0.147 0.104 -0.0727
C -4.957 -3.065 1.506 -0.219 0.264 0.104 -0.1909
C -4.117 -3.636 2.618 0.106 -0.287 0.012 -0.6640
Br -2.441 -4.355 1.932 -0.177 -0.263 -0.068 -0.1599
H -4.993 -3.700 0.622 0.106 0.030 0.127 0.4440
H -5.975 -2.874 1.851 0.107 -0.049 0.051 -0.0708
H -4.620 -4.483 3.085 -0.005 0.089 -0.077 0.4006
H -3.862 -2.904 3.383 -0.033 -0.007 -0.151 0.3561
Br -7.485 1.226 1.543 0.041 -0.125 -0.030 -0.1061
C -8.113 -0.261 0.453 -0.028 0.337 -0.057 -0.4496
C -9.325 -0.917 1.066 0.000 -0.266 -0.082 -0.5739
Br -8.830 -2.050 2.572 -0.048 0.071 0.019 -0.1585
H -7.271 -0.940 0.328 -0.106 0.036 0.056 0.1458
H -8.364 0.181 -0.512 -0.039 -0.088 0.092 0.3628
H -9.800 -1.588 0.349 0.075 0.072 0.032 0.3476
H -10.061 -0.204 1.433 0.159 -0.030 -0.034 0.3854
Br 3.358 0.089 -3.200 0.130 0.072 -0.094 -0.1195
C 5.043 -0.010 -2.226 -0.010 0.053 -0.272 -0.3172
C 5.503 -1.437 -2.071 0.119 -0.147 0.261 -0.6298
Br 4.498 -2.371 -0.682 0.051 0.036 -0.239 -0.1457
H 4.893 0.502 -1.276 0.038 -0.123 -0.066 0.4054
H 5.751 0.558 -2.831 -0.003 -0.102 0.128 0.0375
H 6.541 -1.471 -1.737 -0.086 0.078 -0.049 0.3938
H 5.399 -2.021 -2.984 -0.028 0.143 0.074 0.3602
Br 7.125 3.270 -2.651 0.019 0.086 -0.047 -0.1454
C 5.840 3.799 -4.021 -0.177 -0.164 0.235 -0.5784
C 5.968 2.941 -5.254 -0.013 0.177 -0.258 -0.4613
Br 7.518 3.454 -6.316 -0.009 -0.100 0.063 -0.1372
H 6.000 4.858 -4.213 0.033 -0.151 -0.061 0.4265
H 4.862 3.662 -3.558 0.070 -0.030 -0.104 0.3096
H 5.111 3.087 -5.912 0.034 0.001 0.128 0.3624
H 6.072 1.880 -5.031 -0.027 0.144 0.044 0.2357
Br 1.259 2.783 4.736 0.024 -0.020 0.097 -0.1171
C 2.953 2.686 5.693 -0.057 0.121 -0.331 -0.5966
C 3.431 1.261 5.816 0.147 -0.044 0.269 -0.2966
Br 2.442 0.297 7.191 -0.017 -0.048 -0.122 -0.1201
H 2.804 3.177 6.653 0.036 -0.155 -0.060 0.3858
H 3.651 3.272 5.094 -0.019 -0.116 0.062 0.3418
H 4.472 1.233 6.142 -0.089 0.050 -0.042 0.3634
H 3.329 0.692 4.893 -0.013 0.177 0.040 0.0195
```
Positions in Å, forces in eV/Å.

Relative energy (zero: lowest compared OMol25 entry of this formula, charge and spin)   0.0 kJ/mol
Gap between HOMO and LUMO   0.368 Ha
DFT total energy   -883544.204 eV
2S+1   1



Record 4
The following is a quantum chemistry calculation of a molecular structure, C17H34BrN3O2PtSSi, from the Open Molecules 2025 dataset.

Geometry as XYZ:
```
60
Properties=species:S:1:pos:R:3:forces:R:3:mulliken_charge:R:1
Pt -0.352 -2.720 0.485 0.003 -0.059 0.043 0.1136
C 3.218 -4.120 2.356 0.005 -0.005 -0.009 -1.5929
C 1.833 -3.781 1.916 0.022 0.033 -0.007 0.6779
N 1.578 -2.962 0.945 0.053 0.043 -0.035 0.3548
O 2.667 -2.482 0.232 0.052 0.038 0.102 -0.5766
C 0.677 -4.355 2.537 -0.056 0.066 0.072 0.1909
C 0.670 -5.294 3.692 0.006 -0.021 -0.016 -1.4096
N -0.486 -3.995 1.999 0.014 -0.227 -0.149 0.6000
O -1.557 -4.449 2.406 -0.020 0.101 0.083 -0.7049
H 3.957 -3.571 1.784 0.003 -0.001 0.008 0.3854
H 3.393 -5.189 2.237 0.001 -0.002 -0.008 0.3723
H 3.330 -3.885 3.415 0.001 -0.006 -0.001 0.3620
H 2.331 -1.686 -0.204 -0.059 -0.019 -0.058 0.3376
H 1.681 -5.569 3.985 0.000 0.007 0.005 0.3515
H 0.115 -6.198 3.438 0.001 -0.005 -0.003 0.3317
H 0.162 -4.848 4.550 -0.004 -0.003 -0.005 0.3031
S -5.069 -2.421 0.143 -0.009 0.017 -0.043 -0.4215
C -3.467 -2.586 0.147 0.023 0.043 0.040 0.4404
N -2.301 -2.684 0.137 0.075 0.222 -0.061 -0.4212
C -2.909 0.605 -1.763 -0.016 0.000 0.008 -1.6037
C -2.131 1.443 -0.735 -0.019 0.003 0.001 2.4885
C -2.522 2.922 -0.922 0.019 0.022 0.000 -1.8438
C -2.599 1.007 0.663 -0.024 -0.043 -0.048 -1.8442
Si -0.249 1.254 -0.941 0.096 0.078 0.032 -0.3487
Br 0.144 -1.032 -1.408 -0.137 -0.034 0.036 -0.4437
C 0.787 1.631 0.625 -0.014 -0.027 0.016 2.5866
C 2.296 1.622 0.340 -0.015 -0.006 -0.006 -2.1101
C 0.551 0.622 1.761 0.001 0.000 -0.011 -1.8541
C 0.408 3.030 1.147 0.004 0.016 -0.020 -1.7721
C 0.459 2.026 -2.549 0.011 -0.033 -0.009 2.2316
C -0.500 1.834 -3.733 0.014 0.003 -0.005 -2.1316
C 0.661 3.539 -2.338 -0.005 0.007 -0.013 -1.7892
C 1.805 1.419 -2.981 0.003 0.012 -0.007 -1.8239
H -3.978 0.776 -1.609 -0.017 0.001 0.007 0.5012
H -2.738 -0.460 -1.631 0.005 -0.110 0.034 0.2079
H -2.675 0.867 -2.793 -0.030 -0.018 0.052 0.2828
H -3.592 3.020 -0.720 -0.001 -0.001 0.003 0.5468
H -2.352 3.274 -1.939 -0.007 0.004 0.002 0.3078
H -1.998 3.591 -0.236 -0.007 -0.009 -0.007 0.3010
H -3.691 1.048 0.689 -0.014 0.004 0.004 0.5572
H -2.226 1.660 1.452 0.000 0.002 -0.005 0.3667
H -2.319 -0.020 0.892 0.004 -0.078 0.001 0.2040
H 2.632 0.670 -0.078 0.003 0.014 0.004 0.2940
H 2.831 1.772 1.283 -0.002 -0.008 -0.003 0.5580
H 2.603 2.418 -0.337 -0.004 0.016 -0.004 0.3754
H 0.921 -0.371 1.508 0.015 -0.040 -0.022 0.3202
H -0.494 0.520 2.043 -0.002 0.006 0.005 0.3003
H 1.103 0.960 2.643 0.001 0.005 0.001 0.5500
H 0.540 3.812 0.399 -0.004 0.001 0.012 0.3225
H 1.055 3.275 1.995 -0.003 -0.005 0.000 0.5445
H -0.621 3.071 1.502 -0.012 -0.005 0.010 0.3025
H -1.447 2.353 -3.599 0.012 0.006 -0.009 0.3603
H -0.710 0.780 -3.924 0.002 0.000 -0.004 0.3767
H -0.028 2.243 -4.631 0.001 -0.001 -0.001 0.5904
H -0.251 4.046 -2.020 0.022 -0.001 -0.003 0.3117
H 0.970 3.986 -3.288 -0.001 -0.002 -0.001 0.5470
H 1.443 3.756 -1.610 0.013 -0.008 0.000 0.3127
H 1.709 0.367 -3.251 0.002 0.008 -0.009 0.3733
H 2.584 1.508 -2.229 -0.004 -0.008 -0.001 0.3193
H 2.149 1.951 -3.874 0.003 0.006 0.003 0.5299
```
Positions in Å, forces in eV/Å.

Relative energy (zero: lowest compared OMol25 entry of this formula, charge and spin)   22.5 kJ/mol
Gap between HOMO and LUMO (spin up / spin down)   0.276 / 0.276 Ha
DFT total energy   -118747.896 eV
2S+1   1